[1]
32
Properties=species:S:1:pos:R:3:mulliken_charge:R:1 method="wB97M-V/def2-TZVPD" orbital_gap_ha=0.2485 spin_multiplicity=1 max_force_ev_per_a=9.52 charge=+1 e_homo_ev=-10.7 e_lumo_ev=-4.0 total_energy_ha=-761.7529 e_above_lowest_kcal_mol=21.23
C -0.08398 3.64941 2.30595 -1.168
C -0.49252 2.97413 0.97529 -0.300
C -0.03336 -3.25464 0.25963 -1.204
C 2.37150 -2.33302 -0.15257 -1.303
C -0.87180 2.96637 -1.43497 -1.182
C 0.41757 -0.80413 0.45014 -0.178
C 1.15090 -2.17519 0.65704 0.165
C -0.18556 3.45618 -0.24795 0.620
C 1.28596 0.17851 0.84633 0.186
N 2.14662 0.92279 1.19504 -0.023
N 0.63544 4.52562 -0.48197 -0.449
I -4.01220 -1.42653 0.02508 -0.104
H -0.88518 3.52356 3.03462 0.342
H 0.93050 3.36044 2.68944 0.165
H -1.15554 2.05584 1.08734 0.394
H 0.35922 -4.32167 0.46413 0.355
H -0.37613 -3.19635 -0.72485 0.407
H -0.88484 -2.91156 0.93233 0.289
H 3.05099 -1.51568 -0.08103 0.417
H 2.86096 -3.32321 0.09837 0.348
H 1.96289 -2.62833 -1.19786 0.308
H -1.79399 3.48926 -1.71176 0.281
H -1.03721 1.95452 -1.21964 0.221
H -0.19226 3.01727 -2.31329 0.391
H 0.37520 -0.67619 -0.63246 0.264
H -0.59280 -0.74010 0.92932 0.341
H 1.40015 -2.41971 1.75706 0.351
H -0.16162 4.82596 2.14337 0.313
H 2.65754 1.49235 1.73275 0.215
H 1.14899 5.01315 0.30525 0.200
H -4.08361 -1.72166 -1.53070 0.130
H 0.90496 5.00771 -1.38903 0.206

---

[2]
98
Properties=species:S:1:pos:R:3:mulliken_charge:R:1 method="wB97M-V/def2-TZVPD" orbital_gap_ha=0.0302 spin_multiplicity=1 max_force_ev_per_a=5.10 charge=+2 e_homo_ev=-10.1 e_lumo_ev=-9.3 total_energy_ha=-8554.0077
C 0.14778 -1.80362 4.57318 -1.702
C -0.03811 -1.73249 3.07579 0.339
C 1.08187 -1.53147 2.20182 0.363
B 2.59470 -1.33926 2.65843 0.384
O 3.03520 -0.70407 3.85188 -0.371
O 3.60629 -1.80363 1.74351 -0.669
C 0.80032 -1.50931 0.82461 -0.505
N -0.35606 -1.60286 0.18831 -1.058
N -1.34113 -1.73848 1.03443 1.164
C -2.69799 -1.77405 0.23811 0.374
O -3.27837 -2.84664 0.05363 -0.618
O -3.09412 -0.69869 -0.10934 -0.465
C -1.28433 -1.82644 2.35586 0.433
C -2.49207 -2.02435 3.38063 0.723
F -3.75577 -2.13181 2.87878 -0.194
F -2.50821 -0.93849 4.12128 -0.181
F -2.31527 -3.18118 4.21833 -0.383
H 1.17882 -1.67728 4.91574 0.356
H -0.47341 -1.08699 5.13441 0.389
H -0.17524 -2.80713 4.91234 0.378
H 3.56054 -1.37452 4.33559 0.147
H 3.38414 -2.70545 1.41959 0.446
H 1.66052 -1.39181 0.14792 0.666
Rb 4.88195 -3.07381 3.30932 0.968
Br -6.42147 -5.76109 -0.21856 -0.108
C -6.58457 -4.12943 0.82791 -0.201
C -7.33318 -4.37515 2.11333 -0.562
Br -9.24559 -4.52422 1.80507 -0.139
H -7.06132 -3.38877 0.19227 0.444
H -5.55855 -3.82237 1.02581 -0.163
H -7.21981 -3.52821 2.79004 0.350
H -7.02344 -5.28599 2.62080 0.404
C 2.27741 5.49902 -0.66426 -0.790
O 1.61796 4.34430 -0.17279 -0.176
C 0.96248 4.52490 1.07008 -0.533
C -0.47463 4.02297 1.05221 0.042
O -1.37087 4.70584 0.19551 -0.489
C -1.18497 4.61614 -1.21239 -0.333
C -1.36356 3.23931 -1.83128 -0.133
O -0.35113 2.33445 -1.40785 -0.287
C -0.83429 1.07537 -0.99439 -1.088
H 3.30240 5.53758 -0.28196 0.204
H 2.31506 5.42889 -1.75157 0.173
H 1.74720 6.41838 -0.40352 0.438
H 0.97283 5.57610 1.37417 0.385
H 1.52023 3.94654 1.81949 0.341
H -0.87421 4.17012 2.06058 0.461
H -0.51250 2.94588 0.87561 -0.268
H -0.23122 5.05830 -1.50198 0.037
H -1.95333 5.26106 -1.64505 0.463
H -1.28073 3.33488 -2.91937 0.054
H -2.36404 2.86621 -1.59349 0.355
H -1.79741 1.14544 -0.49165 0.575
H -0.10886 0.66365 -0.29209 0.139
H -0.91080 0.40381 -1.85566 0.415
C 8.81922 4.56098 2.96179 -0.413
C 7.66809 3.95028 2.46285 -0.479
C 7.59866 2.57638 2.36748 -0.500
C 8.69002 1.81235 2.78016 0.528
C 9.84774 2.41335 3.27291 -0.277
C 9.90483 3.79535 3.36040 -0.607
N 8.61989 0.38817 2.70424 0.998
O 7.62026 -0.13974 2.24614 -0.607
O 9.62736 -0.28209 3.10699 -0.671
H 8.86510 5.63979 3.03904 0.398
H 6.82682 4.55499 2.15208 0.436
H 6.70410 2.11139 1.97881 0.479
H 10.69666 1.82375 3.59006 0.416
H 10.79500 4.27535 3.74357 0.397
C -0.32526 3.52510 -6.21568 -1.017
C 1.18085 3.68871 -6.08690 0.347
C 1.83988 2.39622 -5.62953 -0.982
O 1.47139 4.72867 -5.15218 -0.528
H -0.76897 3.26286 -5.25025 0.092
H -0.78788 4.46024 -6.53400 0.299
H -0.57979 2.74753 -6.93784 0.396
H 1.60010 3.99448 -7.04629 0.324
H 1.46413 2.09775 -4.64536 0.091
H 2.91845 2.53058 -5.53196 0.312
H 1.65159 1.58485 -6.33493 0.378
H 1.10496 4.46778 -4.29988 0.283
N -10.02042 -5.13897 -2.30278 0.121
C -11.00439 -5.22375 -3.24876 -0.529
C -10.40212 -5.38097 -4.47313 -0.372
C -9.00345 -5.39669 -4.25576 -0.625
C -8.79754 -5.24790 -2.90526 -0.012
H -10.17173 -5.01655 -1.31745 0.155
H -12.04368 -5.16427 -2.97249 0.372
H -10.91178 -5.47520 -5.41763 0.393
H -8.23355 -5.50526 -5.00186 0.381
H -7.89132 -5.20945 -2.32386 0.107
N 2.20538 -5.99872 -0.34504 1.102
O 2.58748 -4.83855 0.20051 -0.253
O 1.95092 -6.89907 0.43649 -0.508
O 2.10393 -6.10692 -1.52887 -0.420
F 4.00378 -4.72313 -0.92065 -0.247
K -2.84638 -4.52043 2.68477 1.019
Be 10.64448 -0.11928 1.54092 0.231